No. 1
# C6H10O

The molecule C6H10O in a non-equilibrium geometry (ωB97M-V/def2-TZVPD, OMol25).

Properties
Energy relative to the best compared isomer or geometry (same formula, charge and spin) = 212.0 kJ/mol
SMILES = C[C@H]1C[C@H]2O[C@@]12C
Lowest unoccupied orbital energy = 1.08 eV

Last column: Löwdin charge in e.
Positions of all 17 atoms, in Å:
C  0.004  1.422  -0.907  -0.0666
C  -0.589  0.013  -0.618  -0.2830
C  1.134  1.110  0.078  -0.2168
C  0.549  -0.190  0.386  -0.3302
C  -1.999  -0.038  -0.064  -0.0601
C  1.396  -1.710  0.820  0.0620
O  0.539  0.836  1.325  0.0227
H  0.332  1.567  -1.931  0.1088
H  -0.629  2.245  -0.586  0.1129
H  -0.474  -0.656  -1.472  0.1393
H  2.158  1.440  0.063  0.1412
H  -2.092  0.656  0.771  0.0807
H  -2.228  -1.043  0.293  0.0776
H  -2.718  0.233  -0.838  0.0769
H  2.395  -1.414  1.100  0.0470
H  1.373  -2.327  -0.065  0.0424
H  0.848  -2.142  1.645  0.0452


No. 2
# C8H13N2S

The ion C8H13N2S with charge +1 in a non-equilibrium geometry (ωB97M-V/def2-TZVPD, OMol25).

Properties
Energy relative to the best compared isomer or geometry (same formula, charge and spin) = 150.7 kJ/mol
SMILES = S=C1CCN2CCCC[NH+]=C12
Net charge = +1
Lowest unoccupied orbital energy = -4.40 eV

Last column: Löwdin charge in e.
Positions of all 24 atoms, in Å:
C  2.505  -0.604  -0.025  -0.6682
C  0.735  -0.600  -0.009  -0.1948
C  2.786  0.695  0.685  -0.1158
C  -1.912  0.875  -0.238  -0.1353
C  -1.892  -0.235  -1.280  -0.1665
C  1.398  1.256  1.164  -0.0729
C  -1.018  0.563  0.977  -0.1239
C  -1.297  -1.537  -0.810  -0.1966
N  0.334  0.411  0.668  -0.0551
N  0.128  -1.489  -0.732  0.0931
S  3.250  -1.679  -0.832  0.9104
H  3.543  0.536  1.413  0.1121
H  3.206  1.414  -0.104  0.1619
H  -1.619  1.808  -0.666  0.1151
H  -2.872  0.939  0.176  0.1025
H  -3.006  -0.511  -1.377  0.1485
H  -1.607  -0.060  -2.312  0.1197
H  1.267  1.531  2.166  0.1216
H  1.254  2.163  0.653  0.1186
H  -1.020  1.356  1.679  0.1257
H  -1.446  -0.481  1.358  0.1741
H  -1.958  -1.705  0.086  0.1416
H  -1.403  -2.307  -1.502  0.1117
H  0.642  -2.340  -1.138  0.1722


No. 3
# C17H19F2N3O

The molecule C17H19F2N3O (ωB97M-V/def2-TZVPD, OMol25).

Properties
SMILES = Cc1ccc(-c2cc(C(F)F)nc(NC[C@@H]3CCCO3)n2)cc1
Lowest unoccupied orbital energy = 0.21 eV

Last column: Löwdin charge in e.
Positions of all 42 atoms, in Å:
C  -0.355  -1.844  -6.153  -0.0513
C  -0.207  -1.622  -4.680  -0.2773
C  0.656  -2.411  -3.927  -0.0393
C  0.821  -2.195  -2.574  -0.0201
C  0.117  -1.179  -1.930  -0.1644
C  -0.760  -0.397  -2.681  -0.0164
C  -0.914  -0.613  -4.034  -0.0362
H  -1.593  0.007  -4.602  0.1112
H  -1.314  0.384  -2.182  0.1012
C  0.265  -0.923  -0.496  -0.2036
N  -0.735  -0.288  0.102  0.1775
C  -0.633  -0.034  1.409  -0.3878
N  -1.665  0.557  2.030  0.0766
H  -1.506  0.847  2.983  0.1465
C  -2.775  1.163  1.345  -0.1273
H  -2.867  0.691  0.367  0.1166
H  -3.681  0.988  1.930  0.1242
C  -2.583  2.683  1.183  -0.3078
C  -1.320  3.050  0.381  -0.1197
H  -1.537  3.864  -0.311  0.1148
C  -0.340  3.515  1.458  -0.1479
H  0.209  2.668  1.870  0.1006
C  -1.295  4.089  2.502  -0.1975
H  -1.577  5.120  2.240  0.1215
O  -2.438  3.258  2.477  -0.1094
H  -0.897  4.079  3.518  0.1214
H  0.370  4.254  1.095  0.1116
H  -0.948  2.199  -0.184  0.0928
H  -3.487  3.092  0.709  0.1446
N  0.420  -0.354  2.179  0.1864
C  1.417  -0.974  1.570  -0.2034
C  1.408  -1.297  0.225  0.0500
H  2.252  -1.782  -0.232  0.1154
C  2.605  -1.303  2.440  -0.3422
F  2.943  -2.613  2.332  0.0620
F  3.702  -0.605  2.043  0.0617
H  2.414  -1.076  3.498  0.1535
H  1.482  -2.839  -2.013  0.1089
H  1.204  -3.207  -4.411  0.1127
H  -1.317  -1.480  -6.507  0.0761
H  -0.264  -2.900  -6.397  0.0779
H  0.428  -1.307  -6.689  0.0859


No. 4
# C3H11NOS

A cluster of 2 separate species, C3H11NOS in total in a non-equilibrium geometry (ωB97M-V/def2-TZVPD, OMol25).

Properties
Energy relative to the best compared isomer or geometry (same formula, charge and spin) = 60.5 kJ/mol
SMILES = C[C@H](N)CS.O
Lowest unoccupied orbital energy = 0.86 eV

Last column: Löwdin charge in e.
Positions of all 17 atoms, in Å:
C  1.209  0.122  -1.646  -0.0822
C  0.077  0.643  -0.781  -0.5133
C  -1.036  -0.416  -0.774  -0.5485
S  -2.379  -0.270  0.461  0.6826
N  0.671  1.181  0.485  0.0406
H  1.734  0.926  -2.191  0.0869
H  2.000  -0.442  -1.153  0.0576
H  0.865  -0.576  -2.404  0.0709
H  -0.426  1.484  -1.279  0.1282
H  -0.610  -1.413  -0.653  0.0708
H  -1.570  -0.428  -1.723  0.0666
H  -1.897  -0.974  1.496  -0.1556
H  0.971  0.326  0.945  0.0456
H  -0.146  1.630  0.893  0.0504
H  3.383  0.125  1.963  0.0356
H  3.264  -0.705  0.608  0.0019
O  3.149  -0.692  1.542  -0.0380